{"formula": "C23H23NO4", "method": "wB97M-V/def2-TZVPD", "symbols": ["C", "C", "C", "N", "O", "O", "H", "H", "H", "H", "H", "H", "C", "O", "C", "C", "C", "C", "C", "C", "C", "C", "C", "O", "C", "C", "C", "C", "C", "C", "C", "C", "C", "C", "H", "H", "H", "H", "H", "H", "H", "H", "H", "H", "H", "H", "H", "H", "H", "H", "H"], "positions_angstrom": [[-1.098384, -1.308983, 2.012584], [-0.396164, -0.017449, 2.056012], [-1.095617, 1.276047, 2.031294], [0.987082, -0.020180, 2.115197], [1.600890, 1.076404, 2.166706], [1.597760, -1.119454, 2.124112], [-2.180545, -1.179993, 2.016950], [-0.822803, -1.862164, 1.114203], [-0.822556, -1.918496, 2.873739], [-2.177930, 1.148488, 2.025893], [-0.825157, 1.870806, 2.904461], [-0.813538, 1.843203, 1.143552], [-6.281783, -0.246769, 9.093615], [-5.776858, -0.909175, 7.956102], [-4.482319, -0.561121, 7.585893], [-3.935246, -1.206293, 6.463377], [-2.700338, -0.872054, 5.985071], [-1.920398, 0.139250, 6.594496], [-0.708052, 0.530440, 5.974274], [0.171647, 1.605566, 6.253807], [1.404826, 1.656489, 5.558310], [2.355589, 2.589716, 5.857292], [2.139985, 3.538606, 6.867634], [3.191472, 4.422991, 7.224911], [3.957682, 4.118653, 8.384415], [5.272128, 3.658099, 8.270583], [5.990663, 3.291676, 9.384918], [5.419679, 3.388820, 10.639829], [4.128922, 3.862177, 10.774708], [3.406522, 4.224885, 9.662345], [0.884771, 3.565067, 7.497722], [-0.078158, 2.643141, 7.185812], [-2.432313, 0.695317, 7.790111], [-3.679464, 0.378306, 8.253983], [-7.263173, -0.664252, 9.325306], [-5.621813, -0.409547, 9.946781], [-6.391667, 0.819293, 8.887953], [-4.521132, -1.971198, 5.983293], [-2.313288, -1.374710, 5.116706], [-0.406603, -0.092421, 5.149187], [1.599927, 0.931305, 4.787461], [3.303578, 2.592966, 5.347302], [5.704710, 3.573371, 7.290092], [6.994819, 2.912886, 9.279541], [5.970401, 3.070955, 11.508990], [3.681278, 3.934645, 11.752939], [2.403813, 4.596758, 9.761070], [0.696857, 4.320367, 8.241751], [-1.054869, 2.750173, 7.618106], [-1.809242, 1.333406, 8.384632], [-4.052181, 0.855226, 9.143412]], "atomic_forces_ev_per_a": [[0.038, -0.246, -0.074], [1.149, 0.053, 0.587], [0.038, 0.376, -0.077], [-1.540, -0.262, -0.075], [0.014, 0.329, 0.213], [-0.055, -0.069, 0.117], [0.012, 0.137, -0.029], [0.020, -0.307, -0.008], [0.094, -0.345, 0.020], [0.022, -0.121, -0.011], [0.064, 0.339, -0.040], [0.010, 0.295, -0.026], [-0.240, 0.133, 0.339], [1.912, 0.183, -0.772], [-0.690, -0.230, -0.096], [-0.701, -0.136, 0.330], [0.176, 0.320, 0.135], [-0.154, 0.124, 0.276], [0.167, 0.115, 0.090], [-0.080, 0.128, -0.023], [-0.578, -0.370, -0.103], [0.679, 1.020, 0.594], [0.821, -0.373, 0.333], [-0.575, -0.786, 0.123], [-0.235, -0.595, 0.299], [-0.828, 0.326, -0.916], [0.066, 0.029, 0.316], [0.087, -0.144, 0.152], [0.198, -0.080, 0.215], [-0.354, 0.264, -0.993], [0.624, 0.416, 0.124], [0.023, -0.062, -0.264], [0.253, -0.256, -0.390], [-0.818, -0.238, 0.241], [0.179, -0.042, -0.202], [-0.071, 0.087, 0.107], [0.015, 0.065, 0.130], [-0.118, -0.126, -0.117], [0.080, -0.093, -0.274], [0.187, -0.232, -0.308], [0.117, -0.195, -0.244], [0.135, -0.024, -0.158], [0.101, -0.033, -0.276], [0.116, -0.009, -0.075], [0.119, 0.005, 0.155], [-0.079, 0.048, 0.111], [-0.285, 0.084, 0.080], [-0.122, 0.181, 0.043], [-0.025, 0.126, 0.096], [-0.041, 0.125, 0.145], [0.073, 0.066, 0.181]], "mulliken_charge": [-1.2688, 0.4488, -1.0451, 0.9771, -0.7035, -0.7384, 0.3420, 0.3391, 0.2619, 0.3504, 0.1442, 0.3402, -0.8000, -0.4373, 0.9091, -0.6468, -0.6133, 0.6016, -0.6836, 0.9235, -0.7239, -0.4502, 0.1232, -0.4430, 0.3592, -0.2363, -0.5361, -0.3492, -0.6775, -0.1546, -0.5952, -0.4691, -0.9232, -0.4896, 0.2386, 0.3333, 0.3486, 0.4606, 0.4138, 0.4686, 0.2772, 0.5103, 0.4384, 0.3699, 0.3853, 0.3696, 0.2786, 0.5385, 0.5086, 0.5386, 0.3861], "e_lumo_ev": -2.79}

***

{"formula": "C23H23NO9S", "method": "wB97M-V/def2-TZVPD", "symbols": ["C", "C", "O", "N", "O", "S", "O", "O", "C", "C", "C", "C", "O", "C", "O", "C", "C", "O", "H", "H", "H", "H", "H", "H", "H", "H", "H", "H", "H", "H", "H", "H", "H", "C", "C", "C", "C", "C", "C", "C", "O", "C", "C", "C", "C", "C", "C", "C", "O", "H", "H", "H", "H", "H", "H", "H", "H"], "positions_angstrom": [[-1.981857, -1.455933, 2.113856], [-3.174554, -1.912592, 1.034908], [-3.716634, -0.927769, 0.317687], [-3.541207, -3.370308, 1.028239], [-2.763040, -4.128599, 0.247189], [-2.723221, -3.602944, -1.371197], [-3.095787, -4.836801, -2.244267], [-1.071498, -3.268431, -1.711872], [-0.921921, -1.921519, -2.299782], [0.463957, -1.766526, -3.194954], [0.751659, -0.206027, -3.680798], [-0.538486, 0.448850, -4.507249], [-0.437337, 1.917033, -4.585902], [-1.413201, 2.566608, -3.667201], [-1.169173, 3.801371, -3.157535], [-5.013809, -3.637164, 0.873340], [-6.012814, -3.093284, -0.304028], [-5.596521, -4.383836, 1.852521], [-2.389176, -1.810859, 3.177183], [-1.940262, -0.286415, 2.121553], [-0.968603, -1.984239, 1.861760], [-0.890024, -1.051350, -1.484317], [-1.816828, -1.746176, -3.033369], [1.429741, -2.090063, -2.576398], [0.458786, -2.448254, -4.173766], [0.994489, 0.485221, -2.739433], [1.720295, -0.133923, -4.373940], [-0.565480, -0.035302, -5.597575], [-1.579755, 0.197252, -3.993513], [-2.456664, 2.095121, -3.375434], [-5.593287, -2.217586, -0.956260], [-7.000436, -2.699941, 0.235500], [-6.386365, -3.953682, -1.042414], [2.261190, 5.528020, 0.973164], [1.493514, 4.836631, 0.036327], [1.410188, 3.444451, 0.092524], [2.106826, 2.739849, 1.081818], [2.893941, 3.429399, 2.003286], [2.962161, 4.827909, 1.956103], [3.672412, 2.693264, 3.020222], [4.361289, 3.298442, 3.832276], [3.615595, 1.217964, 3.038742], [4.393645, 0.504992, 3.960239], [4.335704, -0.889949, 3.993385], [3.496017, -1.574673, 3.115346], [2.724067, -0.867257, 2.192579], [2.791677, 0.531590, 2.147981], [1.998482, 1.268705, 1.144558], [1.263759, 0.667428, 0.369418], [2.318807, 6.613632, 0.935064], [0.957368, 5.381485, -0.737536], [0.804771, 2.911756, -0.638985], [3.563779, 5.373938, 2.680637], [5.049449, 1.032110, 4.651378], [4.944638, -1.441823, 4.706202], [3.445219, -2.660909, 3.145801], [2.074519, -1.408888, 1.506935]], "atomic_forces_ev_per_a": [[-1.524, -0.733, 0.071], [-0.189, 5.680, -1.715], [2.389, -6.334, 3.992], [-2.961, 3.398, 1.024], [2.290, -1.606, -1.580], [-0.667, -2.905, -4.348], [1.680, 4.036, 3.419], [-1.160, 0.329, 0.507], [0.440, 1.849, -1.071], [0.904, -0.245, -0.402], [-0.327, 0.741, 0.306], [-0.221, -1.612, 0.030], [-3.094, 0.291, 2.949], [2.370, 6.392, 1.702], [-1.330, -8.380, -3.660], [-4.767, -3.849, 4.253], [-0.674, 0.265, -0.202], [4.193, 4.888, -6.308], [1.081, 0.601, -2.321], [0.085, -2.429, -0.328], [-1.977, 1.081, 0.514], [-0.209, -2.062, -1.531], [1.570, -0.223, 1.457], [-2.296, 0.613, -1.161], [-0.275, 1.346, 2.259], [-0.721, -1.538, -1.933], [-2.232, -0.406, 1.484], [0.068, 1.388, 2.293], [2.293, 0.310, -0.979], [2.352, 0.257, -0.948], [-0.496, -1.770, 1.472], [2.331, -0.929, -0.995], [1.170, 1.618, 1.864], [0.132, -0.302, 0.197], [0.020, -0.314, 0.077], [0.002, 0.293, -0.031], [-0.142, 0.504, -0.288], [-0.141, 0.551, -0.220], [-0.140, 0.126, -0.210], [0.809, 0.835, 0.942], [-0.407, -0.402, -0.477], [0.221, -0.616, 0.259], [-0.014, -0.341, 0.009], [-0.071, 0.390, -0.093], [-0.163, 0.259, -0.201], [0.196, -0.144, 0.232], [0.154, -0.580, 0.248], [-0.790, -0.542, -0.867], [0.314, 0.201, 0.335], [0.000, -0.210, 0.021], [0.075, -0.154, 0.129], [0.163, 0.033, 0.245], [-0.088, -0.299, -0.112], [-0.239, 0.031, -0.241], [-0.115, 0.127, -0.130], [-0.001, 0.207, -0.020], [0.129, 0.285, 0.080]], "mulliken_charge": [-0.8495, 0.4493, -0.4914, 0.2341, -0.2865, 0.8497, -0.5810, -0.3468, -0.2931, -0.6209, -0.2210, -0.2064, -0.2540, 0.2101, -0.4854, 0.4555, -0.7878, -0.5035, 0.3445, 0.2623, 0.2010, 0.1951, 0.3552, 0.2785, 0.2966, 0.0125, 0.3218, 0.2464, 0.0953, 0.3011, 0.2562, 0.3024, 0.2858, -0.4131, -0.5904, -0.7355, 0.2673, 0.4471, -0.6306, 0.5108, -0.6915, 0.3201, -0.6209, -0.4498, -0.5716, -0.4994, 0.2304, 0.4706, -0.6674, 0.3911, 0.4549, 0.5246, 0.4525, 0.4636, 0.3851, 0.4117, 0.5142], "e_lumo_ev": -1.24}

***

These records have ΔE to the lowest compared entry with this formula, charge and spin values of 193.2; 176.9 kcal/mol, in the order they appear.